Entry 1:
Molecular formula: C27H36N2O18P
Method: DFT, the ωB97M-V functional and the def2-TZVPD basis

CARTESIAN COORDINATES (ANGSTROEM)
C 1.208 0.135 -2.518
C 0.830 -0.565 -1.622
P 0.176 -1.467 -0.308
C 1.368 -1.597 1.082
N 1.609 -3.005 1.341
C 2.994 -3.283 1.763
C -1.378 -0.655 0.160
C -2.565 -1.199 -0.271
C -3.724 -0.525 0.094
C -3.581 0.621 0.847
C -2.331 1.071 1.247
N -1.214 0.433 0.902
H 1.341 0.912 -3.238
H -0.109 -2.776 -0.712
H 0.971 -1.048 1.938
H 2.291 -1.143 0.730
H 0.992 -3.314 2.080
H 3.709 -2.729 1.169
H 3.165 -3.060 2.815
H 3.195 -4.338 1.605
H -2.617 -2.103 -0.857
H -4.694 -0.888 -0.205
H -4.457 1.180 1.147
H -2.256 1.960 1.855
C -1.541 2.834 -2.108
C -1.706 4.218 -1.516
O -0.674 4.951 -2.185
C -0.390 4.321 -3.355
O 0.303 4.761 -4.208
O -0.999 3.108 -3.401
H -2.477 2.287 -2.194
H -0.821 2.231 -1.549
H -2.673 4.667 -1.751
H -1.552 4.246 -0.440
C -4.395 -5.975 -2.956
C -4.984 -4.591 -2.795
O -4.306 -4.116 -1.608
C -3.154 -4.809 -1.482
O -2.294 -4.549 -0.692
O -3.099 -5.826 -2.351
H -4.298 -6.282 -3.993
H -4.951 -6.736 -2.408
H -4.736 -3.934 -3.628
H -6.055 -4.598 -2.651
C 5.421 0.321 1.901
C 6.486 0.644 2.928
O 6.329 -0.426 3.869
C 5.755 -1.469 3.238
O 5.636 -2.559 3.698
O 5.317 -1.108 2.005
H 5.696 0.609 0.890
H 4.453 0.762 2.152
H 7.494 0.603 2.515
H 6.338 1.603 3.416
C -8.376 -1.130 -5.046
C -7.086 -1.396 -5.795
O -6.625 -2.607 -5.179
C -7.698 -3.245 -4.649
O -7.683 -4.357 -4.229
O -8.786 -2.449 -4.672
H -9.139 -0.655 -5.655
H -8.222 -0.541 -4.140
H -7.248 -1.583 -6.857
H -6.349 -0.606 -5.679
C 1.594 7.225 -2.217
C 1.215 8.684 -2.080
O 1.916 9.071 -0.894
C 2.965 8.228 -0.725
O 3.830 8.375 0.073
O 2.882 7.187 -1.590
H 1.660 6.891 -3.248
H 0.924 6.567 -1.672
H 1.572 9.290 -2.915
H 0.146 8.842 -1.957
C 6.495 -1.951 7.052
C 5.384 -2.751 7.695
O 5.406 -2.276 9.043
C 5.964 -1.038 9.050
O 5.972 -0.307 9.982
O 6.503 -0.755 7.838
H 6.308 -1.722 6.009
H 7.467 -2.441 7.143
H 4.407 -2.531 7.261
H 5.554 -3.824 7.665

Calculated values
HOMO-LUMO gap, Eh: 0.3164
ΔE to the lowest compared entry with this formula, charge and spin, kJ/mol: 0.00
DFT total energy, eV: -77698.398
Net charge: +1
HOMO level, eV: -12.06

=====

Entry 2:
Molecular formula: C27H36N6O9Sr
Method: DFT, the ωB97M-V functional and the def2-TZVPD basis

CARTESIAN COORDINATES (ANGSTROEM)
Sr -0.449 -0.041 -0.072
O 2.132 -1.942 -2.985
C 1.388 -1.145 -2.393
O 0.530 -1.415 -1.533
C 1.513 0.359 -2.784
N 1.581 1.223 -1.621
C 2.917 1.247 -1.074
C 3.292 -0.071 -0.402
N 2.378 -0.405 0.670
C 2.701 0.335 1.866
C 1.570 0.336 2.888
N 0.332 0.878 2.366
C 0.386 2.322 2.333
C -0.638 2.955 1.398
N -0.496 2.517 0.023
C 0.577 3.241 -0.623
C 1.103 2.564 -1.886
C -1.748 2.699 -0.691
C -1.772 1.939 -2.041
O -2.160 2.564 -3.040
O -1.410 0.747 -1.995
C -0.789 0.412 3.161
C -2.155 0.702 2.482
O -3.048 1.176 3.200
O -2.224 0.439 1.267
C 2.326 -1.830 0.925
C 1.018 -2.268 1.647
O 1.144 -3.094 2.565
O -0.045 -1.780 1.219
H 0.595 0.574 -3.331
H 2.381 0.507 -3.455
H 2.986 2.059 -0.344
H 3.667 1.462 -1.868
H 4.341 0.003 -0.040
H 3.249 -0.856 -1.153
H 2.938 1.365 1.585
H 3.609 -0.081 2.358
H 1.910 0.900 3.783
H 1.390 -0.694 3.191
H 1.388 2.625 2.016
H 0.228 2.742 3.349
H -0.545 4.058 1.479
H -1.629 2.681 1.744
H 1.404 3.348 0.086
H 0.246 4.266 -0.892
H 1.901 3.210 -2.314
H 0.295 2.510 -2.610
H -1.970 3.771 -0.849
H -2.546 2.243 -0.106
H -0.776 0.854 4.176
H -0.731 -0.673 3.243
H 3.200 -2.175 1.510
H 2.311 -2.356 -0.030
C -3.110 -4.808 -3.568
N -3.016 -4.453 -2.161
N -3.266 -3.090 -1.920
C -2.275 -2.540 -1.076
O -2.303 -1.411 -0.659
C -1.368 -3.646 -0.833
C -1.799 -4.721 -1.512
C -1.171 -6.068 -1.605
C -4.545 -2.574 -2.077
C -4.719 -1.192 -2.165
C -5.994 -0.679 -2.288
C -7.100 -1.517 -2.332
C -6.925 -2.888 -2.246
C -5.655 -3.420 -2.119
H -4.083 -4.496 -3.946
H -3.022 -5.888 -3.670
H -2.324 -4.322 -4.156
H -0.516 -3.513 -0.198
H -0.308 -6.075 -0.947
H -0.835 -6.268 -2.622
H -1.866 -6.852 -1.302
H -3.854 -0.550 -2.110
H -6.126 0.390 -2.354
H -8.095 -1.102 -2.418
H -7.783 -3.549 -2.264
H -5.519 -4.487 -2.014

Calculated values
HOMO-LUMO gap, Eh: 0.2725
ΔE to the lowest compared entry with this formula, charge and spin, kJ/mol: 98.41
DFT total energy, eV: -56793.118
Net charge: -2
HOMO level, eV: -3.05

=====

Entry 3:
Molecular formula: C27H37Cl5N5O4SSiSr
Method: DFT, the ωB97M-V functional and the def2-TZVPD basis

CARTESIAN COORDINATES (ANGSTROEM)
Sr -0.602 -0.234 -0.252
Cl -6.046 4.700 2.624
C -4.665 3.827 2.048
C -3.441 4.470 1.883
Cl -3.295 6.156 2.268
C -2.333 3.776 1.417
Cl -0.797 4.562 1.229
C -2.399 2.409 1.066
O -1.378 1.761 0.640
C -3.650 1.776 1.275
Cl -3.718 0.073 0.956
C -4.753 2.467 1.747
Cl -6.255 1.636 1.980
C 1.210 0.495 3.958
C 0.265 0.215 2.772
N 1.024 0.297 1.501
C 2.044 -0.786 1.433
C 2.921 -0.743 2.696
N 2.617 0.541 3.424
C 2.780 1.724 2.492
C 1.693 1.613 1.418
H 1.191 -0.284 4.719
H 1.038 1.464 4.427
H -0.531 0.956 2.741
H -0.174 -0.780 2.835
H 2.643 -0.641 0.536
H 1.528 -1.743 1.355
H 3.987 -0.724 2.476
H 2.702 -1.545 3.402
H 3.260 0.642 4.202
H 3.784 1.662 2.073
H 2.698 2.616 3.112
H 2.156 1.704 0.441
H 0.932 2.383 1.530
C 3.638 5.243 -1.880
N 2.988 3.971 -2.132
C 2.122 3.865 -3.190
C 1.449 2.743 -3.450
C 1.663 1.596 -2.574
N 2.563 1.713 -1.551
C 3.187 2.874 -1.281
O 3.971 3.015 -0.321
N 1.005 0.479 -2.694
H 4.320 5.497 -2.694
H 4.202 5.157 -0.958
H 2.892 6.034 -1.779
H 2.016 4.759 -3.793
H 0.745 2.691 -4.268
H 0.345 0.482 -3.464
H 1.443 -0.918 -1.990
S -2.494 0.312 -2.551
C -2.220 -1.035 -3.634
C -1.933 -0.864 -5.003
C -1.715 -1.935 -5.857
C -1.773 -3.246 -5.392
C -2.059 -3.448 -4.047
C -2.276 -2.373 -3.197
H -1.886 0.150 -5.386
H -1.498 -1.744 -6.903
H -1.603 -4.083 -6.058
H -2.109 -4.455 -3.647
H -2.510 -2.571 -2.156
C -0.036 -3.679 3.343
Si -1.161 -3.526 1.835
C -2.914 -3.572 2.474
C -0.879 -5.075 0.830
O -0.816 -2.181 1.014
H -0.279 -4.563 3.942
H -0.125 -2.802 3.998
H 1.012 -3.768 3.032
H -3.152 -4.535 2.940
H -3.616 -3.409 1.650
H -3.085 -2.780 3.210
H -1.035 -5.978 1.430
H 0.142 -5.098 0.435
H -1.566 -5.114 -0.022
C 1.318 -2.893 -2.171
O 1.475 -1.729 -1.382
H 2.259 -3.193 -2.644
H 0.569 -2.749 -2.954
H 0.979 -3.711 -1.532

Calculated values
HOMO-LUMO gap, Eh: 0.1836
ΔE to the lowest compared entry with this formula, charge and spin, kJ/mol: 23.98
DFT total energy, eV: -126408.382
Net charge: -1
HOMO level, eV: -3.82

=====

Entry 4:
Molecular formula: C27H37Ge2N3OPdSSi
Method: DFT, the ωB97M-V functional and the def2-TZVPD basis

CARTESIAN COORDINATES (ANGSTROEM)
Pd 0.771 -0.360 -1.084
C -1.356 2.164 -5.209
N -1.992 1.102 -4.445
C -3.234 0.568 -4.702
C -3.463 -0.377 -3.785
N -2.345 -0.433 -2.938
C -1.433 0.496 -3.375
S 0.114 0.975 -2.888
C -2.291 -1.335 -1.837
C -3.443 -2.044 -1.499
C -3.412 -2.919 -0.432
C -2.240 -3.070 0.287
C -1.150 -2.325 -0.100
N -1.166 -1.475 -1.145
H -2.036 2.461 -6.002
H -0.421 1.808 -5.638
H -1.148 3.013 -4.561
H -3.843 0.903 -5.523
H -4.315 -1.016 -3.689
H -4.368 -1.916 -2.033
H -4.306 -3.467 -0.168
H -2.161 -3.737 1.133
H -0.209 -2.371 0.432
C 2.305 3.710 2.043
Ge 2.389 2.361 0.623
C 2.464 3.228 -1.127
C 3.929 1.188 0.846
Ge 0.325 1.054 0.885
C -1.353 1.835 0.264
C -1.326 3.181 -0.103
C -2.463 3.816 -0.586
C -3.645 3.103 -0.727
C -3.687 1.761 -0.372
C -2.552 1.134 0.123
C 0.144 0.088 2.548
C -1.068 -0.428 3.009
C -1.135 -1.084 4.230
C 0.004 -1.216 5.012
C 1.212 -0.695 4.571
C 1.281 -0.057 3.343
H 3.201 4.331 2.001
H 2.256 3.241 3.026
H 1.436 4.356 1.926
H 3.320 3.905 -1.123
H 1.569 3.808 -1.346
H 2.609 2.502 -1.927
H 4.831 1.768 0.648
H 3.883 0.347 0.156
H 3.985 0.791 1.858
H -0.409 3.752 -0.013
H -2.425 4.864 -0.851
H -4.533 3.593 -1.102
H -4.610 1.203 -0.470
H -2.613 0.085 0.385
H -1.974 -0.310 2.430
H -2.080 -1.481 4.578
H -0.052 -1.721 5.968
H 2.102 -0.796 5.178
H 2.237 0.322 3.001
C 2.807 -2.877 2.478
Si 2.586 -2.710 0.631
C 4.256 -2.666 -0.214
C 1.654 -4.223 0.014
O 1.769 -1.336 0.307
H 3.329 -3.804 2.729
H 1.842 -2.884 2.991
H 3.389 -2.047 2.882
H 4.855 -3.548 0.023
H 4.825 -1.788 0.100
H 4.145 -2.624 -1.300
H 2.304 -5.097 0.110
H 1.378 -4.141 -1.041
H 0.751 -4.439 0.589

Calculated values
HOMO-LUMO gap (spin up / spin down), Eh: 0.2821 / 0.2638
ΔE to the lowest compared entry with this formula, charge and spin, kJ/mol: 168.17
DFT total energy, eV: -170338.961
Net charge: +1
Multiplicity: 2
HOMO level (spin up / spin down), eV: -10.97 / -11.08

=====

Entry 5:
Molecular formula: C27H37N2O3
Method: DFT, the ωB97M-V functional and the def2-TZVPD basis

CARTESIAN COORDINATES (ANGSTROEM)
C 0.069 5.448 -2.362
C 1.319 4.691 -1.930
C 1.257 4.296 -0.456
C 2.536 3.632 0.053
C 2.786 2.255 -0.561
C 3.945 1.539 0.130
C 4.343 0.226 -0.546
C 3.182 -0.762 -0.628
C 3.645 -2.182 -0.955
C 2.468 -3.121 -1.213
O 1.577 -3.112 -0.081
C 0.528 -2.333 -0.135
O 0.133 -1.692 -1.074
C -0.214 -2.290 1.218
N -0.824 -0.993 1.332
C -1.919 -0.591 0.678
C -2.830 -1.497 -0.081
O -3.086 -2.622 0.724
C -3.861 -3.645 0.197
C -4.394 -3.651 -1.081
C -5.153 -4.738 -1.493
C -5.378 -5.805 -0.644
C -4.840 -5.791 0.633
C -4.083 -4.717 1.056
N -2.091 0.727 0.828
C -3.161 1.516 0.274
C -1.048 1.215 1.592
C -0.734 2.493 2.040
C 0.411 2.628 2.797
C 1.227 1.536 3.099
C 0.925 0.262 2.662
C -0.231 0.114 1.905
H -0.050 6.357 -1.776
H 0.136 5.726 -3.411
H -0.819 4.834 -2.227
H 2.196 5.320 -2.094
H 1.429 3.798 -2.548
H 1.072 5.196 0.137
H 0.413 3.617 -0.299
H 2.465 3.521 1.138
H 3.387 4.282 -0.157
H 3.016 2.361 -1.622
H 1.876 1.657 -0.470
H 4.813 2.201 0.140
H 3.672 1.341 1.171
H 5.158 -0.225 0.024
H 4.715 0.430 -1.551
H 2.474 -0.433 -1.391
H 2.661 -0.766 0.335
H 4.245 -2.571 -0.131
H 4.264 -2.174 -1.852
H 1.910 -2.810 -2.100
H 2.800 -4.154 -1.321
H 0.482 -2.456 2.040
H -0.985 -3.065 1.232
H -3.763 -0.973 -0.326
H -2.331 -1.785 -1.020
H -4.235 -2.833 -1.766
H -5.568 -4.740 -2.489
H -5.970 -6.644 -0.974
H -5.011 -6.618 1.304
H -3.660 -4.685 2.048
H -3.120 1.506 -0.816
H -4.129 1.135 0.602
H -3.057 2.541 0.619
H -1.352 3.347 1.816
H 0.684 3.604 3.166
H 2.115 1.694 3.690
H 1.560 -0.574 2.904

Calculated values
HOMO-LUMO gap, Eh: 0.3102
ΔE to the lowest compared entry with this formula, charge and spin, kJ/mol: 15.39
DFT total energy, eV: -37717.622
Net charge: +1
SMILES: CCCCCCCCCCOC(=O)Cn1c(COc2ccccc2)[n+](C)c2ccccc21
HOMO level, eV: -11.42

=====

Entry 6:
Molecular formula: C27H38BF4N2OS3Ti
Method: DFT, the ωB97M-V functional and the def2-TZVPD basis

CARTESIAN COORDINATES (ANGSTROEM)
Ti 1.795 -0.726 -1.165
S 1.267 1.204 0.200
C -0.456 1.433 -0.158
N -1.082 2.419 0.605
C -2.527 2.428 0.530
C -2.937 2.242 -0.934
N -2.429 0.976 -1.430
C -3.433 -0.058 -1.686
C -4.193 -0.469 -0.443
C -5.556 -0.227 -0.326
C -6.242 -0.584 0.830
C -5.566 -1.186 1.880
C -4.202 -1.435 1.770
C -3.522 -1.080 0.615
C -1.127 0.669 -1.061
S -0.423 -0.779 -1.807
C -0.437 3.654 1.031
C -0.545 3.883 2.523
C -1.093 5.056 3.024
C -1.188 5.264 4.397
C -0.737 4.294 5.278
C -0.190 3.114 4.783
C -0.099 2.911 3.415
H -2.896 3.374 0.925
H -2.957 1.618 1.124
H -2.532 3.067 -1.526
H -4.021 2.245 -1.030
H -2.939 -0.924 -2.120
H -4.123 0.326 -2.437
H -6.086 0.246 -1.146
H -7.304 -0.390 0.909
H -6.097 -1.463 2.781
H -3.672 -1.910 2.586
H -2.458 -1.278 0.532
H -0.884 4.505 0.504
H 0.610 3.631 0.731
H -1.445 5.818 2.337
H -1.619 6.182 4.775
H -0.813 4.451 6.346
H 0.162 2.352 5.468
H 0.316 1.984 3.031
C 0.273 -4.039 -5.099
C 1.099 -4.027 -3.818
S 1.853 -2.405 -3.605
O 2.084 -2.333 -2.040
C 3.508 -2.681 -4.284
C 4.443 -3.477 -3.384
H -0.137 -5.036 -5.248
H 0.876 -3.795 -5.975
H -0.553 -3.330 -5.041
H 1.894 -4.772 -3.814
H 0.489 -4.150 -2.923
H 3.888 -1.681 -4.495
H 3.312 -3.185 -5.236
H 4.444 -3.096 -2.366
H 5.455 -3.375 -3.775
H 4.192 -4.537 -3.360
F 3.768 -0.101 -1.238
B 3.666 0.885 -2.386
F 2.248 0.627 -2.719
F 3.833 2.133 -1.922
F 4.457 0.450 -3.397
C 3.440 0.261 2.082
C 2.448 -0.871 1.814
C 3.205 -2.097 1.271
C 1.752 -1.254 3.122
C 1.340 -0.502 0.784
H 4.234 -0.105 2.735
H 2.954 1.104 2.578
H 3.911 0.628 1.167
H 3.827 -2.537 2.053
H 3.878 -1.826 0.450
H 2.515 -2.875 0.933
H 2.491 -1.546 3.871
H 1.068 -2.094 2.973
H 1.178 -0.411 3.518
H 0.346 -0.787 1.113

Calculated values
HOMO-LUMO gap, Eh: 0.2187
DFT total energy, eV: -100812.561
Net charge: +1
HOMO level, eV: -9.64